13
Properties=species:S:1:pos:R:3:nbo_charge:R:1 method="wB97M-V/def2-TZVPD" e_homo_ev="1.307 / -5.929" spin_multiplicity=2 s_squared=0.75 de_lowest_ev=1.751 charge=-1 gap_ha="0.086 / 0.368"
C -1.63 0.85 2.74 -0.521
O -2.19 1.83 3.67 -0.778
H -1.67 1.20 1.72 0.150
H -2.27 -0.01 2.91 0.160
H -0.61 0.68 3.07 0.170
N 0.69 -0.16 -1.88 -0.754
C 1.39 -1.16 -2.21 -0.125
N 2.49 -1.18 -3.02 -0.872
H -2.64 2.53 3.17 0.455
H -0.05 -0.44 -1.23 0.287
H 0.99 -2.14 -1.93 0.092
H 2.48 -1.68 -3.89 0.364
H 3.02 -0.33 -3.12 0.372

---

56
Properties=species:S:1:pos:R:3:nbo_charge:R:1 method="wB97M-V/def2-TZVPD" e_homo_ev=-7.423 de_lowest_ev=1.357 gap_ha=0.289
Pd -0.39 -2.43 -0.83 0.578
C 1.93 4.05 -0.21 -0.637
C 0.78 3.88 0.73 -0.062
C 0.38 4.90 1.59 -0.183
C -0.68 4.74 2.47 -0.217
C -1.39 3.56 2.48 -0.204
C -1.04 2.53 1.62 -0.264
C 0.05 2.68 0.76 0.206
N 0.43 1.65 -0.13 -0.643
C 0.38 0.29 0.09 0.661
N 0.38 -0.11 1.37 -0.606
C 0.18 -1.42 1.89 0.146
C -0.08 -2.53 1.08 -0.160
C -0.18 -3.77 1.71 -0.257
C -0.04 -3.91 3.08 -0.209
C 0.19 -2.78 3.86 -0.225
C 0.31 -1.53 3.28 -0.057
C 0.56 -0.32 4.14 -0.645
N 0.43 -0.56 -0.90 -0.613
C 0.21 -0.10 -2.23 0.085
C 1.24 -0.28 -3.15 -0.210
C 1.08 0.09 -4.47 -0.216
C -0.13 0.65 -4.88 -0.209
C -1.16 0.80 -3.97 -0.192
C -1.03 0.43 -2.63 -0.031
C -2.19 0.54 -1.69 -0.647
H 2.46 4.98 0.00 0.226
H 1.61 4.09 -1.25 0.217
H 2.64 3.22 -0.13 0.226
H 0.94 5.83 1.57 0.212
H -0.96 5.55 3.13 0.219
H -2.24 3.43 3.14 0.221
H -1.62 1.61 1.59 0.230
H 0.69 1.91 -1.07 0.421
H 0.51 0.62 2.05 0.418
H -0.39 -4.64 1.11 0.225
H -0.12 -4.88 3.54 0.211
H 0.29 -2.87 4.94 0.205
H 0.61 -0.60 5.19 0.230
H -0.23 0.43 4.05 0.211
H 1.51 0.17 3.89 0.211
H 2.17 -0.72 -2.80 0.221
H 1.88 -0.05 -5.18 0.217
H -0.27 0.94 -5.91 0.217
H -2.11 1.20 -4.30 0.213
H -3.12 0.62 -2.25 0.225
H -2.11 1.42 -1.05 0.217
H -2.25 -0.33 -1.04 0.240
N 1.60 -3.73 -1.98 -1.092
H 2.52 -3.35 -1.82 0.365
H 1.50 -3.90 -2.98 0.371
H 1.53 -4.62 -1.51 0.383
F -1.90 -3.72 -2.61 -0.385
C -1.59 -4.06 -1.30 0.688
F -2.78 -4.28 -0.70 -0.363
F -1.02 -5.31 -1.38 -0.386

---

25
Properties=species:S:1:pos:R:3:nbo_charge:R:1 method="wB97M-V/def2-TZVPD" e_homo_ev=-13.738 de_lowest_ev=3.054 charge=+1 gap_ha=0.377
C 1.09 -3.31 -1.58 -0.627
C 0.97 -1.76 -1.32 -0.231
N 0.27 -1.43 0.02 -0.631
C 0.30 0.16 -0.11 -0.282
C -0.44 0.81 1.05 -0.028
N -1.66 -0.14 1.51 -0.751
C -0.93 2.27 0.65 -0.402
C 0.17 3.06 0.08 -0.656
H 0.79 -3.68 -2.51 0.234
H 0.43 -3.86 -0.80 0.212
H 2.09 -3.58 -1.16 0.218
H 0.38 -1.38 -2.09 0.193
H 2.07 -1.38 -1.37 0.185
H 0.93 -1.65 0.65 0.342
H 1.36 0.41 -0.26 0.241
H -0.33 0.33 -1.00 0.213
H 0.12 1.01 2.01 0.223
H -1.94 -0.83 0.76 0.469
H -1.16 -0.61 2.30 0.468
H -2.60 0.48 1.62 0.468
H -1.39 2.77 1.57 0.213
H -1.72 2.25 -0.01 0.208
H 1.18 2.68 -0.21 0.241
H 0.28 3.77 0.94 0.238
H -0.30 3.60 -0.77 0.241

---

146
Properties=species:S:1:pos:R:3:lowdin_charge:R:1 method="wB97M-V/def2-TZVPD" e_homo_ev=-7.550 gap_ha=0.285
C 3.56 -0.20 4.06 -0.100
C 3.86 1.29 3.89 -0.254
C 3.40 1.89 2.56 -0.209
C 3.82 1.07 1.32 -0.174
C 4.46 2.02 0.31 -0.187
C 4.65 1.45 -1.08 -0.150
C 3.72 1.56 -2.13 -0.112
C 2.37 2.24 -1.94 -0.148
C 2.43 3.76 -1.80 -0.172
C 1.02 4.34 -1.56 -0.160
C 0.34 3.96 -0.24 -0.156
N -0.99 3.31 -0.51 -0.200
C -2.03 4.03 0.28 -0.225
C -3.44 3.51 0.15 -0.198
C -4.17 3.86 -1.15 -0.252
C -3.46 3.41 -2.44 -0.104
C -1.00 1.93 -0.23 -1.087
S -1.03 0.84 -1.44 0.791
S -1.01 1.39 1.44 0.930
C -1.61 -0.30 1.44 -0.494
C -0.55 -1.40 1.22 -0.291
C -0.84 -2.34 0.03 -0.124
C 4.04 1.03 -3.38 -0.216
C 3.10 1.08 -4.58 -0.141
P 1.94 -0.33 -4.55 0.432
O 2.05 -1.20 -5.73 -0.282
O 0.47 0.24 -4.30 -0.160
O 2.33 -1.15 -3.23 -0.110
C 5.24 0.37 -3.60 0.024
C 6.15 0.23 -2.57 -0.247
C 5.85 0.78 -1.33 -0.360
S 7.08 0.56 -0.06 1.059
C 7.57 -1.11 -0.44 -0.433
C 7.83 -2.06 0.54 -0.042
C 8.19 -3.34 0.15 -0.312
N 8.43 -4.33 1.17 0.068
C 8.31 -3.66 -1.20 0.042
C 8.05 -2.70 -2.15 -0.212
F 8.17 -3.00 -3.46 0.076
C 7.66 -1.42 -1.79 -0.207
N 7.37 -0.45 -2.77 0.104
H 4.48 -0.77 3.99 0.067
H 3.15 -0.38 5.05 0.065
H 2.87 -0.58 3.31 0.064
H 4.92 1.50 4.00 0.102
H 3.38 1.86 4.69 0.097
H 2.33 2.06 2.55 0.093
H 3.87 2.88 2.48 0.102
H 2.91 0.70 0.86 0.105
H 4.50 0.27 1.60 0.100
H 5.43 2.32 0.70 0.087
H 3.87 2.92 0.26 0.087
H 1.70 1.95 -2.73 0.068
H 1.92 1.83 -1.04 0.098
H 3.12 4.06 -1.02 0.098
H 2.76 4.18 -2.75 0.117
H 0.38 3.90 -2.33 0.104
H 1.02 5.42 -1.74 0.107
H 0.98 3.28 0.33 0.100
H 0.17 4.85 0.36 0.113
H -1.73 4.03 1.34 0.093
H -2.02 5.07 -0.05 0.127
H -3.51 2.43 0.31 0.095
H -4.03 3.96 0.95 0.112
H -5.13 3.35 -1.14 0.046
H -4.34 4.93 -1.24 0.109
H -3.26 2.35 -2.44 0.036
H -2.55 3.99 -2.57 0.060
H -4.12 3.62 -3.28 0.065
H -2.40 -0.41 0.69 0.058
H -2.07 -0.46 2.41 0.052
H 0.40 -0.91 0.99 0.076
H -0.38 -1.98 2.12 0.098
H -0.68 -3.36 0.36 0.064
H -1.86 -2.25 -0.33 0.063
H -0.13 -2.18 -0.77 0.045
H 3.68 1.00 -5.49 0.097
H 2.57 2.03 -4.55 0.090
H 0.47 1.20 -4.36 0.058
H 1.77 -1.94 -3.17 0.090
H 5.46 -0.07 -4.56 0.128
H 7.73 -1.81 1.59 0.108
H 9.32 -4.80 1.04 0.045
H 7.71 -5.04 1.08 0.079
H 8.61 -4.64 -1.53 0.126
H 7.40 -0.84 -3.70 0.126
O -6.87 2.11 -1.36 -0.328
S -7.61 3.02 -2.20 0.668
O -7.12 4.34 -2.52 -0.317
C -8.03 2.16 -3.71 -0.217
C -9.36 1.48 -3.40 -0.230
C -10.19 2.51 -2.64 -0.205
C -9.29 3.13 -1.56 -0.216
H -7.23 1.47 -3.97 0.112
H -8.14 2.91 -4.50 0.110
H -9.86 1.15 -4.31 0.094
H -9.19 0.60 -2.77 0.110
H -10.53 3.29 -3.33 0.119
H -11.08 2.06 -2.19 0.113
H -9.52 4.17 -1.37 0.101
H -9.32 2.57 -0.63 0.102
O -11.52 -0.51 -4.35 -0.326
S -11.13 -1.90 -4.45 0.664
O -10.10 -2.32 -5.37 -0.315
C -10.75 -2.51 -2.81 -0.228
C -12.08 -3.02 -2.28 -0.220
C -12.74 -3.77 -3.45 -0.213
C -12.60 -2.89 -4.70 -0.217
H -10.32 -1.71 -2.22 0.099
H -10.03 -3.32 -2.92 0.110
H -11.95 -3.66 -1.41 0.115
H -12.71 -2.18 -1.99 0.119
H -12.22 -4.72 -3.61 0.117
H -13.78 -4.01 -3.24 0.114
H -12.48 -3.48 -5.60 0.103
H -13.45 -2.21 -4.81 0.104
O 11.26 -5.92 1.95 -0.327
S 12.43 -5.92 2.79 0.664
O 13.33 -7.05 2.81 -0.320
C 13.35 -4.42 2.48 -0.230
C 12.75 -3.41 3.46 -0.220
C 12.58 -4.16 4.79 -0.214
C 11.92 -5.51 4.46 -0.218
H 13.24 -4.13 1.44 0.108
H 14.39 -4.62 2.71 0.107
H 13.39 -2.54 3.57 0.115
H 11.78 -3.07 3.10 0.119
H 13.56 -4.33 5.24 0.116
H 11.97 -3.60 5.49 0.114
H 12.26 -6.30 5.13 0.102
H 10.84 -5.45 4.48 0.105
O -2.68 0.65 7.12 -0.315
S -3.35 0.02 6.02 0.660
O -2.65 -0.85 5.11 -0.332
C -4.80 -0.82 6.64 -0.232
C -5.90 0.24 6.58 -0.222
C -5.72 0.95 5.24 -0.213
C -4.23 1.28 5.08 -0.215
H -4.60 -1.19 7.64 0.107
H -5.02 -1.65 5.97 0.107
H -6.89 -0.21 6.68 0.114
H -5.77 0.95 7.40 0.119
H -6.04 0.29 4.43 0.117
H -6.32 1.86 5.18 0.113
H -3.91 1.23 4.04 0.095
H -3.98 2.24 5.51 0.106

---

84
Properties=species:S:1:pos:R:3:lowdin_charge:R:1 method="wB97M-V/def2-TZVPD" e_homo_ev=-0.230 charge=-2 gap_ha=0.116
N 0.13 0.20 1.09 0.366
H 1.03 -0.22 0.92 0.147
H -0.60 -0.49 0.92 0.138
H -0.13 1.00 0.53 0.132
H 0.12 0.39 2.08 0.117
C 4.64 -1.60 1.56 -0.426
O 4.37 -0.35 0.82 -0.144
O 3.54 -2.46 1.18 -0.278
C 6.13 -2.12 1.81 -0.552
F 6.74 -2.59 0.72 0.129
F 6.91 -1.11 2.32 0.070
F 6.22 -3.10 2.72 0.114
C 5.47 0.30 0.03 -0.229
C 5.12 1.63 -0.74 -0.099
H 6.00 2.02 -1.25 0.054
H 4.37 1.68 -1.54 0.050
H 4.75 2.37 -0.03 0.051
H 6.04 -0.38 -0.61 0.100
H 6.27 0.64 0.68 0.083
H 4.37 -1.28 2.56 0.101
C -3.03 -3.50 1.72 -0.424
O -3.10 -2.17 1.00 -0.150
O -1.66 -3.75 1.83 -0.241
C -3.87 -3.80 3.01 -0.580
F -3.71 -2.79 3.89 0.092
F -5.15 -3.94 2.73 0.125
F -3.48 -4.92 3.68 0.119
C -4.26 -2.06 0.23 -0.317
C -4.11 -0.67 -0.45 -0.103
H -3.28 -0.65 -1.15 0.060
H -4.97 -0.50 -1.10 0.053
H -3.98 0.10 0.31 0.056
H -5.21 -2.10 0.77 0.105
H -4.21 -2.77 -0.59 0.112
H -3.35 -4.10 0.86 0.121
C 0.35 -6.24 -2.63 -0.434
O 0.94 -4.95 -2.40 -0.101
O 0.44 -6.81 -1.27 -0.332
C -1.03 -6.08 -3.37 -0.540
F -1.89 -7.12 -3.09 0.087
F -1.54 -4.87 -3.13 0.121
F -0.79 -6.09 -4.69 0.083
C 1.47 -4.37 -3.64 -0.292
C 2.21 -3.09 -3.37 -0.106
H 2.42 -2.55 -4.29 0.055
H 1.55 -2.48 -2.76 0.073
H 3.17 -3.30 -2.89 0.075
H 0.68 -4.02 -4.30 0.095
H 2.21 -4.99 -4.16 0.106
H 1.08 -6.78 -3.24 0.109
C -0.25 2.45 -3.96 -0.049
C -0.15 3.78 -3.12 -0.413
C -0.76 4.99 -3.87 -0.240
O -2.06 4.75 -4.31 -0.171
C -2.65 5.96 -4.80 -0.098
N -0.67 3.45 -1.81 0.020
H 0.04 1.60 -3.34 0.077
H 0.37 2.52 -4.85 0.072
H -1.27 2.34 -4.33 0.069
H 0.92 3.93 -2.94 0.129
H -0.08 5.16 -4.71 0.121
H -0.73 5.85 -3.21 0.116
H -3.41 6.32 -4.10 0.084
H -3.18 5.84 -5.74 0.080
H -1.92 6.74 -5.00 0.080
H -0.64 4.19 -1.13 0.062
H -1.64 3.17 -1.91 0.073
C -2.55 1.90 6.15 -0.086
C -1.79 1.99 4.79 -0.384
C -0.73 3.17 4.69 -0.205
O -0.43 3.21 3.32 -0.194
C 0.62 4.16 3.03 -0.099
N -1.09 0.72 4.64 0.036
H -3.38 1.19 6.07 0.077
H -2.92 2.80 6.64 0.062
H -1.84 1.53 6.88 0.068
H -2.68 2.12 4.18 0.133
H 0.14 3.06 5.35 0.123
H -1.24 4.06 5.04 0.112
H 0.26 5.18 3.12 0.077
H 0.96 4.05 2.00 0.081
H 1.48 4.12 3.69 0.084
H -1.75 0.01 4.92 0.072
H -0.37 0.49 5.32 0.080

---

13
Properties=species:S:1:pos:R:3:nbo_charge:R:1 method="wB97M-V/def2-TZVPD" e_homo_ev=-8.956 de_lowest_ev=2.393 gap_ha=0.349
C 1.54 0.88 -1.05 -0.830
C -1.24 -0.08 0.90 0.624
C -1.09 -1.48 0.56 -0.459
H 1.90 1.88 -0.82 0.215
H 2.02 0.59 -1.96 0.227
H 1.94 0.22 -0.21 0.245
H -0.45 1.85 0.92 0.436
H -1.40 -2.39 1.26 0.266
H -1.56 -1.80 -0.30 0.240
N -0.68 0.94 0.05 -0.843
O -1.60 0.39 1.95 -0.567
S -0.06 0.79 -1.56 0.501
Cl 0.67 -1.79 0.26 -0.056

---

14
Properties=species:S:1:pos:R:3:nbo_charge:R:1 method="wB97M-V/def2-TZVPD" e_homo_ev=-7.274 de_lowest_ev=3.492 gap_ha=0.282
C 2.45 -0.56 0.40 -0.702
N 1.48 0.68 0.47 -0.599
C 0.28 0.62 -0.36 0.793
O 0.27 1.12 -1.46 -0.572
N -0.76 -0.06 0.22 -0.645
C -2.00 -0.19 -0.41 0.273
N -2.94 -0.79 0.19 -0.649
H 2.57 -0.67 -0.69 0.149
H 1.80 -1.39 0.72 0.130
H 2.01 1.48 0.15 0.436
H 1.26 0.83 1.46 0.417
H -0.64 -0.54 1.10 0.423
H -2.02 0.27 -1.40 0.192
H -3.77 -0.80 -0.39 0.354

---

13
Properties=species:S:1:pos:R:3:nbo_charge:R:1 method="wB97M-V/def2-TZVPD" e_homo_ev=-9.785 de_lowest_ev=3.197 gap_ha=0.399
C -1.13 -0.66 0.07 -0.086
O 0.06 -1.33 -0.36 -0.526
C 1.15 -0.67 0.28 -0.092
C 0.73 0.80 0.30 -0.198
N -0.04 1.23 -0.97 -0.575
C -0.73 0.80 0.21 -0.115
H -1.50 -1.08 1.02 0.173
H -1.88 -0.80 -0.71 0.196
H 1.30 -1.11 1.28 0.179
H 2.05 -0.86 -0.31 0.195
H 1.28 1.70 0.09 0.285
H 0.10 0.49 -1.64 0.352
H -1.39 1.48 0.73 0.213

---

Strongest force on any atom values, unit eV Å⁻¹, following the record order: 2.24; 1.25; 5.92; 1.64; 6.69; 5.29; 0.56; 2.75.